# 1
ORCA calculation (the ωB97M-V functional and the def2-TZVPD basis) on the ion C4H10NO with charge -2.

As for the HOMO energy (spin up / spin down): 4.23 / 0.32 eV. The energy above the lowest of the compared OMol25 structures with the same formula, charge and spin is 22.79 kcal/mol. Its HOMO-LUMO gap (spin up / spin down) is 0.1083 / 0.2490 Ha. The LUMO energy (spin up / spin down) is 7.18 / 7.10 eV. The spin multiplicity is 2. The energy comes out at -288.18776 Ha. Its total charge is -2. As for the expectation value of S²: 0.751.

CARTESIAN COORDINATES (ANGSTROEM)
O: -1.3147 1.9716 2.1633
N: 0.0569 -0.2902 -1.3109
C: 0.2723 0.5241 1.1080
H: 1.2540 1.4109 -0.5444
H: -0.8349 1.9130 0.0896
H: 1.0195 1.1464 1.6445
H: -0.3041 -2.1184 -2.1265
H: 1.0250 -2.2184 -1.0795
C: -1.0460 1.3050 1.0325
H: 0.3514 -0.3758 1.7771
H: -1.9058 0.6149 0.6903
H: 1.8562 -0.2851 -0.3399
H: -0.9432 0.0709 -1.2944
C: 0.0464 -1.7487 -1.1674
C: 0.9657 0.3202 -0.3029
H: -0.4985 -2.2405 -0.3393


# 2
ORCA calculation (the ωB97M-V functional and the def2-TZVPD basis) on a structure of composition C29H45AlN2S3.

As for the HOMO energy: -13.98 eV. The energy above the lowest of the compared OMol25 structures with the same formula, charge and spin is 0.00 kcal/mol. Its HOMO-LUMO gap is 0.2704 Ha. The LUMO energy is -6.63 eV. The spin multiplicity is 1. The energy comes out at -2678.06488 Ha. Its total charge is +2.

CARTESIAN COORDINATES (ANGSTROEM)
H: 2.7641 -0.5742 2.7924
H: -2.2951 -2.1999 -3.6208
C: -0.9628 -1.7607 -0.4622
S: 0.5442 1.1811 -2.9653
H: -3.4968 0.2161 3.5221
C: -1.4409 -2.5538 -1.6586
H: 0.5767 -2.7420 4.6490
H: -2.3210 4.1531 -0.1815
H: -1.1156 -0.9839 -3.1410
C: -0.3537 -3.4847 -2.1987
H: -2.4701 4.5549 -1.8742
C: -1.5082 -0.5504 0.0125
H: -2.9204 2.3715 2.4227
H: -2.7811 1.1180 -3.4424
H: 2.2352 1.4616 1.2412
H: -0.4727 2.8379 -4.3248
C: 3.9484 0.3487 0.6090
S: 0.6967 3.2260 -0.3469
H: -3.4538 -2.7658 -0.8376
H: 0.5408 -2.9340 -2.5039
H: 2.8420 2.5710 -1.0556
H: 4.6065 0.7847 1.3473
H: -2.7437 2.8402 -3.7128
C: 0.0610 -1.3045 1.5718
C: 4.3983 -0.6355 -0.2671
H: 2.4500 4.1579 -1.6481
C: 1.8259 -0.6023 3.3453
H: 2.6358 2.2645 -3.3995
H: 1.3866 0.3883 3.3338
C: 5.7629 -1.0773 -0.2268
C: 0.9140 -1.7059 2.7865
H: -3.4267 -0.7116 2.0237
C: 2.6280 0.7364 0.5387
H: -0.1739 1.8891 3.2021
C: -0.9452 1.1849 3.5299
Al: -0.1561 0.8659 -0.4354
C: -1.7091 0.5924 2.3462
C: -1.9047 3.9465 -1.1674
C: -0.8439 -0.2035 1.3336
H: 1.2883 3.3538 -3.5496
H: 2.4874 -2.6461 1.5779
C: 1.7138 2.5820 -2.9133
H: -1.6437 1.7400 4.1581
C: 1.8468 -2.8767 2.4343
H: 2.4967 -3.0764 3.2867
H: -0.7234 -4.0189 -3.0742
H: 3.8131 -1.9675 -1.8659
H: -2.7473 -0.9952 -2.4182
C: -2.3876 1.7861 1.6719
C: 3.5058 -1.1908 -1.1803
H: -0.4775 0.4391 4.1608
H: -0.3020 5.3268 -0.7921
C: -0.8226 1.8788 -3.9503
H: -0.0576 -4.2333 -1.4640
H: -0.0971 4.3946 -2.2680
H: -3.1152 1.5037 0.9117
H: 2.0873 -0.8373 4.3786
H: 1.4992 -1.1048 -1.9175
C: 2.2109 -0.7177 -1.2045
C: -0.0232 -2.2352 3.8914
N: 1.7720 0.2416 -0.3684
C: 2.0576 3.1457 -1.5397
N: 6.8549 -1.4306 -0.1945
H: -0.9371 1.2290 -4.8164
C: -0.4369 4.3405 -1.2351
H: -0.5818 -1.4510 4.3941
H: -1.6484 2.4740 1.2357
H: -2.4326 -1.1829 3.3994
S: -2.2542 2.2124 -1.4745
H: -2.4993 -0.1869 -0.2212
C: -2.6347 -3.4001 -1.1809
H: 0.5952 -3.0569 0.3568
C: -1.9246 -1.6221 -2.7734
H: -0.7332 -2.9599 3.4893
C: -2.8286 -0.3304 2.8538
H: 1.3010 -3.7966 2.2228
C: -2.1888 2.0158 -3.2638
H: -3.0029 -4.0190 -2.0007
H: -2.3464 -4.0587 -0.3613
C: -0.0050 -2.1692 0.4677


# 3
ORCA calculation (the ωB97M-V functional and the def2-TZVPD basis) on a structure of composition C28H35ClHfN8O7.

As for the HOMO energy: -13.69 eV. The energy above the lowest of the compared OMol25 structures with the same formula, charge and spin is 33.75 kcal/mol. Its HOMO-LUMO gap is 0.2811 Ha. The LUMO energy is -6.04 eV. The spin multiplicity is 1. The energy comes out at -2560.61539 Ha. Its total charge is +2.

CARTESIAN COORDINATES (ANGSTROEM)
H: 1.6676 -5.5190 0.4225
N: 0.7261 -2.4863 -1.5835
H: 2.7567 -4.7292 -0.7224
C: -0.3882 1.6730 -2.8682
H: -4.3374 -1.5912 0.7001
O: -3.8812 -0.4984 -2.0949
H: -0.2040 2.8767 3.0315
H: 0.1188 -3.2544 -3.8812
C: -2.1360 -0.5721 2.6875
C: 1.7504 -4.7108 -0.2996
N: 1.4671 -3.4480 0.3817
H: -0.5799 4.3509 -1.4752
H: 0.4359 0.6512 2.6859
C: 2.7391 2.6381 -0.0805
C: -2.3887 -2.9824 2.6864
C: -3.5429 -1.6951 -0.0402
N: -0.3771 -2.4295 -3.5903
C: 1.8261 -3.3511 1.7940
H: 1.1875 1.6086 1.5421
C: 3.1113 2.3079 1.2162
H: -3.6937 -2.5984 -0.6279
C: 2.4412 2.8467 2.3022
H: 2.8746 1.7484 -4.9409
H: 0.5427 -1.4918 1.4410
O: -1.6012 4.1444 1.4768
H: 2.7512 2.6026 3.3087
C: 0.3574 4.7485 -1.8693
H: -3.6711 -4.5318 1.9407
H: 1.0143 -4.9139 -1.0753
C: -2.6091 -4.2805 1.9592
H: 0.8630 4.1813 2.9045
Cl: -2.0355 -1.7489 6.4768
C: -2.0607 -0.5409 4.0695
H: 3.9462 1.6334 1.3687
H: -2.1537 0.3620 2.1337
O: -2.2494 -1.7498 0.6143
H: 2.4050 -2.4456 1.9835
H: 4.1578 1.5746 -2.9701
O: -2.8522 0.5281 -0.3785
Hf: -0.8816 0.4355 -0.1367
C: -3.4978 -0.4805 -0.9586
C: -2.3164 -2.9416 4.0774
N: -0.5625 2.2994 2.2790
C: -1.1470 3.0629 1.2411
C: 0.8468 1.4921 -2.2030
H: 0.3029 4.8211 -2.9505
C: 2.0193 1.6350 -2.9625
C: 1.6981 3.5384 -0.3172
H: -2.4088 -3.8595 4.6439
C: -2.2780 -1.7719 2.0123
C: -0.4264 1.7765 -4.2416
H: -1.3822 1.9194 -4.7314
H: 1.2954 -3.1830 -2.0369
N: 0.4384 -1.3536 0.4422
N: 3.5618 2.1265 -1.1327
C: -2.1412 -1.7442 4.7559
N: -0.9715 -0.9129 -1.9409
H: -2.2644 -4.2241 0.9275
H: -1.2986 1.7893 -2.2736
C: 1.3939 3.7365 2.0722
H: -1.9746 0.3943 4.6050
O: -1.1279 2.4198 0.0922
H: -1.0799 -2.0730 -4.2175
H: 0.9399 -3.3628 2.4354
C: 1.9528 1.6892 -4.3749
C: 0.7448 1.7304 -5.0171
H: 4.5447 2.0867 -0.8877
C: 1.0203 4.0750 0.7804
C: 3.2833 1.7730 -2.3583
H: 2.4470 -4.2026 2.0544
N: 0.2852 1.2289 1.8612
C: 0.8580 -2.4021 -0.2025
C: -0.2513 -1.9016 -2.3619
H: 0.2069 4.7682 0.6258
H: -1.7044 -0.6700 -2.6058
O: 1.4436 3.8480 -1.5953
O: 0.8956 1.1190 -0.9483
H: 0.6908 1.7782 -6.0945
H: -2.0946 -5.0994 2.4598
H: 0.5610 5.7321 -1.4460


> Which of these has the lowest energy?

C29H45AlN2S3